{
  "formula": "C22H16Cl3N10O2PRu",
  "method": "ωB97M-V/def2-TZVPD",
  "species": ["Ru", "N", "C", "N", "N", "N", "N", "C", "N", "N", "N", "N", "H", "Cl", "C", "Cl", "Cl", "C", "O", "O", "N", "P", "C", "C", "C", "C", "C", "C", "C", "C", "C", "C", "C", "C", "C", "C", "C", "C", "C", "C", "H", "H", "H", "H", "H", "H", "H", "H", "H", "H", "H", "H", "H", "H", "H"],
  "positions_angstrom": [[0.369130, -0.158629, 0.001826], [2.228598, 1.607018, 2.215737], [0.874221, 1.843558, 2.173629], [0.244591, 2.749685, 2.883938], [-1.063400, 2.576779, 2.570314], [-1.224348, 1.639409, 1.710245], [0.009086, 1.128881, 1.437226], [2.850475, 0.604756, 1.529903], [4.124821, 0.301544, 1.608490], [4.286395, -0.745856, 0.755826], [3.193399, -1.056544, 0.176117], [2.226704, -0.208297, 0.644998], [2.791238, 2.195192, 2.808506], [2.168399, 1.456022, -4.164303], [1.178101, 0.026205, -3.892881], [-0.433669, 0.228630, -4.617375], [1.957433, -1.399547, -4.557118], [0.922829, -0.164520, -2.390866], [0.943148, -1.270814, -1.857063], [0.601203, 0.873306, -1.684574], [-1.232784, -0.990835, 0.015250], [-1.626011, -2.526097, -0.330771], [-2.049466, -2.793026, -2.071630], [-3.326554, -2.412248, -2.481836], [-3.689790, -2.511046, -3.816093], [-2.783511, -2.995652, -4.746079], [-1.505704, -3.363170, -4.347175], [-1.132238, -3.255844, -3.017046], [-3.080411, -2.939080, 0.648943], [-3.398435, -4.273639, 0.899701], [-4.529929, -4.581123, 1.635202], [-5.339132, -3.559308, 2.119826], [-5.016002, -2.233912, 1.879416], [-3.881332, -1.915097, 1.145639], [-0.302589, -3.642652, 0.193736], [0.520284, -3.261027, 1.253451], [1.565256, -4.078347, 1.648236], [1.777696, -5.292870, 1.016393], [0.931284, -5.704449, -0.002289], [-0.105747, -4.882929, -0.419335], [-4.042138, -2.046291, -1.756182], [-4.682301, -2.212231, -4.126622], [-3.069073, -3.077487, -5.786812], [-0.789378, -3.718742, -5.076458], [-0.116721, -3.485650, -2.730190], [-2.761700, -5.065070, 0.530072], [-4.779431, -5.614124, 1.838729], [-6.220685, -3.801434, 2.699049], [-5.638661, -1.441991, 2.274669], [-3.591236, -0.883870, 0.984188], [0.327412, -2.336369, 1.789143], [2.219486, -3.760841, 2.449165], [2.602520, -5.923030, 1.322325], [1.083999, -6.661679, -0.483933], [-0.754654, -5.210645, -1.215009]],
  "atomic_forces_ev_per_a": [[-0.508, 0.901, -1.012], [-0.127, 0.029, -0.136], [0.040, -0.201, 0.189], [-0.111, -0.054, 0.068], [0.116, -0.090, -0.147], [0.229, 0.318, 0.117], [-0.085, 0.060, -0.173], [-0.011, -0.237, 0.025], [0.031, -0.008, 0.009], [-0.172, 0.112, 0.013], [0.114, 0.193, 0.131], [-0.207, -0.321, 0.143], [-0.007, -0.008, 0.000], [-0.042, -0.035, 0.024], [-0.057, 0.053, 0.077], [0.020, 0.028, 0.017], [0.041, -0.037, -0.026], [-0.168, 0.411, 0.033], [-0.073, -0.195, 0.132], [0.289, -0.495, -0.124], [0.578, -0.243, 0.848], [0.209, -0.386, -0.143], [0.012, -0.071, 0.096], [-0.038, -0.086, 0.052], [-0.028, 0.029, 0.022], [0.031, -0.006, -0.021], [0.003, 0.009, 0.016], [0.032, 0.165, 0.021], [0.009, 0.087, -0.115], [-0.075, 0.110, -0.054], [-0.021, 0.035, 0.014], [-0.003, -0.076, 0.006], [0.014, 0.091, 0.002], [0.056, -0.019, 0.043], [-0.067, -0.102, -0.207], [-0.136, 0.043, -0.002], [0.042, 0.061, 0.091], [0.007, -0.042, -0.030], [-0.039, 0.014, -0.031], [0.087, 0.134, 0.190], [-0.027, -0.002, 0.006], [0.006, -0.001, 0.010], [0.002, -0.003, 0.001], [-0.003, 0.004, 0.014], [0.036, -0.052, 0.044], [0.038, -0.071, -0.023], [0.010, 0.004, -0.005], [0.000, -0.003, -0.002], [0.009, -0.006, -0.009], [-0.024, 0.019, 0.003], [0.082, -0.066, -0.059], [-0.014, 0.003, 0.002], [-0.010, 0.005, 0.001], [-0.006, 0.018, 0.003], [-0.083, -0.018, -0.144]],
  "e_lumo_ha": [-0.069, -0.070],
  "homo_lumo_gap_ev": [6.754, 6.750],
  "fmax_ha_per_bohr": 0.0281,
  "energy_ha": -3362.76119,
  "total_charge": 0,
  "homo_ev": [-8.6, -8.6]
}

***

{
  "formula": "C22H16CrN5O4",
  "method": "ωB97M-V/def2-TZVPD",
  "species": ["Cr", "N", "C", "N", "C", "N", "N", "C", "C", "C", "C", "C", "C", "N", "C", "C", "C", "C", "C", "C", "H", "H", "H", "H", "H", "H", "H", "H", "H", "H", "H", "O", "C", "O", "C", "C", "C", "C", "O", "C", "O", "C", "C", "H", "H", "H", "H", "H"],
  "positions_angstrom": [[1.863186, -0.570648, -0.860139], [0.355167, 3.273918, -1.097475], [1.295329, 2.356164, -1.332238], [1.602711, 1.413005, -0.491170], [0.939868, 1.360658, 0.759840], [1.334527, 0.452432, 1.625804], [2.159810, -0.408245, 1.053349], [3.025539, -1.242079, 1.631912], [3.867221, -1.863680, 0.680984], [4.938627, -2.728102, 0.949168], [5.717843, -3.181288, -0.088736], [5.426911, -2.794336, -1.404773], [4.352469, -1.964121, -1.615946], [3.596361, -1.491501, -0.616338], [-0.205587, 2.214743, 0.987305], [-1.069748, 2.054629, 2.068370], [-2.196185, 2.851878, 2.177377], [-2.479288, 3.802985, 1.206324], [-1.634790, 3.967230, 0.117992], [-0.506221, 3.174509, 0.012539], [0.160283, 3.977571, -1.791298], [1.825490, 2.414869, -2.273612], [3.101248, -1.358369, 2.703353], [5.134808, -3.018043, 1.971739], [6.556192, -3.835434, 0.107696], [6.017965, -3.140609, -2.238501], [4.069158, -1.650544, -2.615175], [-0.833661, 1.303086, 2.809010], [-2.863091, 2.725977, 3.019659], [-3.363709, 4.419613, 1.289688], [-1.858415, 4.701927, -0.646574], [0.756231, -2.248092, -0.996064], [-0.093777, -1.371774, -1.359395], [0.353641, -0.396489, -2.079692], [-1.470574, -1.351612, -0.868279], [-1.908677, -2.344702, 0.001768], [-3.195233, -2.325196, 0.528074], [-4.008395, -1.282001, 0.148482], [-5.282510, -1.032494, 0.517711], [-5.706206, 0.121448, -0.209787], [-4.573332, 0.621758, -0.915158], [-3.571703, -0.283342, -0.725473], [-2.313988, -0.289571, -1.252033], [-1.228454, -3.142159, 0.268579], [-3.545936, -3.089473, 1.206940], [-6.076835, 0.876866, 0.483576], [-6.490933, -0.159117, -0.916641], [-1.973331, 0.477732, -1.932751]],
  "atomic_forces_ev_per_a": [[1.239, -0.096, -0.135], [0.157, -0.149, -0.096], [-0.201, 0.232, 0.175], [-0.109, 0.292, -0.213], [0.257, -0.465, 0.835], [-0.641, 0.754, 0.047], [-0.099, -0.519, -0.401], [0.132, 0.132, 0.014], [-0.103, 0.102, 0.036], [0.041, -0.103, -0.060], [-0.091, 0.059, 0.133], [-0.110, 0.065, -0.056], [0.109, -0.155, -0.142], [0.390, -0.239, 0.011], [-0.072, 0.243, -0.203], [0.026, 0.087, 0.005], [0.050, -0.115, 0.090], [0.050, 0.077, -0.131], [-0.051, 0.087, -0.025], [-0.058, -0.170, 0.369], [0.081, -0.001, -0.065], [-0.057, 0.011, -0.059], [0.056, 0.102, 0.011], [0.024, -0.004, -0.002], [-0.008, -0.013, 0.019], [-0.002, 0.024, -0.011], [0.048, -0.034, 0.003], [-0.045, -0.011, -0.003], [0.015, 0.009, -0.002], [0.008, -0.002, 0.001], [-0.002, -0.001, 0.014], [0.201, 0.507, 0.168], [-1.262, -0.736, -0.356], [0.009, 0.078, 0.171], [-0.092, -0.081, -0.097], [0.171, -0.029, -0.060], [-0.212, -0.010, 0.123], [0.173, 0.161, -0.221], [0.019, -0.127, 0.133], [-0.241, 0.105, -0.062], [0.111, 0.068, -0.039], [-0.076, -0.180, 0.133], [-0.023, 0.127, -0.055], [-0.002, 0.017, -0.001], [0.006, 0.001, -0.018], [0.106, -0.024, 0.034], [0.086, -0.066, -0.016], [-0.007, -0.010, 0.004]],
  "e_lumo_ha": [-0.127, -0.144],
  "homo_lumo_gap_ev": [5.382, 7.054],
  "fmax_ha_per_bohr": 0.0292,
  "s2": 6.090,
  "multiplicity": 5,
  "energy_ha": -2466.98005,
  "total_charge": 1,
  "homo_ev": [-8.9, -11.0]
}